(1)
Density functional theory data (the ωB97M-V functional and the def2-TZVPD basis) for a structure of composition C28H44GaN7OS2SbSi3.

As for the charge: +3. As for the HOMO energy: -0.58368 Eh. Its total energy is -146425.4503 eV. The calculation puts the gap between HOMO and LUMO at 7.364 eV.

Positions of all 87 atoms, in Å:
Si -1.258 -4.146 2.752
H -0.064 -6.735 1.756
Si 1.001 -4.748 0.645
C -2.790 0.486 4.588
H 2.194 0.830 4.571
C -1.872 -4.062 -0.587
N -1.674 -1.748 -0.135
H -4.410 0.214 1.635
C -3.866 0.419 3.709
H 2.978 -3.654 1.828
H -4.210 -2.322 -2.304
C -2.093 -2.727 3.607
C 0.017 0.134 1.991
N -2.358 0.176 1.890
N -1.651 2.107 -0.179
H -2.962 0.607 5.652
C -2.723 -1.543 -0.986
C 2.592 -4.654 1.619
C -1.587 2.441 -1.537
O 1.666 -1.277 0.217
H -2.663 -2.102 2.912
H 0.051 3.589 2.252
C -3.369 -2.541 -1.658
H -2.187 -6.196 1.643
C -1.494 0.383 4.098
H 2.507 -5.178 2.575
C -2.243 3.546 -1.905
N 2.886 -1.434 -0.289
C -2.349 3.038 0.480
C 0.011 -4.836 3.927
N -0.419 0.334 -1.786
H 2.384 2.970 0.655
H -0.622 2.541 -4.308
H 2.223 -3.757 -1.305
H 1.334 3.637 3.450
H -0.639 0.422 4.764
H -2.795 -3.119 4.353
H -1.530 -5.073 -0.411
C -2.555 -5.348 2.221
H 1.794 -5.445 -1.545
C -0.279 -3.374 1.217
N -2.594 3.079 1.797
H 2.945 -0.193 3.345
C 2.603 0.824 3.554
H 0.401 -2.120 -1.592
C 1.423 -4.489 -1.157
H 4.906 -1.590 -0.219
C -3.607 0.262 2.362
H -0.344 -6.768 0.010
Si 1.355 1.482 2.342
C -2.897 -3.839 -1.478
C -0.450 1.697 -3.652
C 2.121 1.908 0.687
Sb 0.905 -1.843 2.170
H 3.358 -5.180 1.035
C -1.272 -3.016 0.137
S 0.400 0.308 -4.199
H -2.351 3.971 -2.892
H -3.042 -0.515 -1.114
C 0.545 3.002 3.029
H 1.245 -7.144 0.658
H 1.009 -2.210 -3.169
C -0.819 1.541 -2.374
H -1.375 -2.099 4.149
S -2.965 4.287 -0.535
C -1.301 0.229 2.727
H -3.350 -4.667 -2.012
H 0.560 -4.222 -1.773
H 2.852 -1.529 -1.298
H 3.039 1.349 0.484
H 0.869 -4.171 4.067
H -3.006 -5.752 3.136
H -0.161 2.804 3.841
H 3.998 -1.361 1.420
N 0.795 -1.624 -2.376
H 3.488 1.470 3.567
H 0.391 -5.817 3.634
C 0.234 -0.414 -2.659
H -4.886 0.498 4.065
Ga -0.884 0.161 0.217
C 3.988 -1.463 0.342
H -0.465 -4.960 4.907
H 1.422 1.725 -0.134
C 0.373 -6.490 0.788
H -2.053 2.521 2.433
H -3.353 -4.860 1.656
H -3.062 3.885 2.180

---

(2)
Density functional theory data (the ωB97M-V functional and the def2-TZVPD basis) for a cluster of 10 separate species, C28H44N8O2S2 in total.

As for the charge: 0. As for the HOMO energy: -0.27339 Eh. Its total energy is -67430.2230 eV. The calculation puts the gap between HOMO and LUMO at 7.524 eV.

Positions of all 84 atoms, in Å:
H -8.538 -7.160 8.284
C -7.511 -14.907 8.120
C -11.073 -9.215 3.566
H -10.100 -9.678 3.637
O -8.818 -6.734 4.167
H -6.972 -10.768 7.810
C -5.692 -10.524 9.368
C -11.899 -9.473 8.520
C -1.745 -5.746 7.113
H -14.198 -8.779 2.654
C -6.657 -8.974 5.614
H -0.138 -12.553 5.839
C -8.656 -6.218 7.749
H -7.419 -8.273 5.920
H -9.401 -12.957 6.274
C -10.355 -9.106 6.950
H -0.571 -13.720 7.108
H -7.572 -14.440 4.870
H -11.903 -7.733 7.334
H -0.149 -5.622 8.383
H -9.642 -5.965 8.139
H -8.544 -4.485 2.641
H -4.583 -8.187 5.999
H -0.760 -7.886 4.812
H -5.420 -11.779 7.712
C -10.096 -10.367 7.480
C -6.831 -15.048 6.892
H -9.024 -5.693 1.511
C -0.963 -12.982 6.409
H -5.840 -5.461 6.570
N -11.233 -7.947 3.978
H -9.969 -8.536 6.118
C -12.571 -7.654 3.786
N -5.249 -9.891 10.256
N -8.580 -13.984 7.947
C -13.228 -8.664 3.114
C -7.654 -14.400 5.946
H -9.115 -13.554 8.688
N -4.817 -10.102 5.143
C -5.806 -11.010 4.901
H -12.467 -10.712 2.518
C -11.134 -10.614 8.440
C -7.431 -7.937 2.270
H 0.258 -5.793 6.599
H -6.793 -7.604 1.451
H -11.323 -11.563 8.919
H -8.766 -6.472 6.694
H -5.892 -15.564 6.755
C -1.806 -11.974 7.002
H -7.271 -15.354 9.074
C -6.986 -10.340 5.280
H 0.334 -9.257 5.044
C -0.347 -5.300 7.360
H -5.887 -6.456 8.024
H -7.274 -5.157 1.444
N -2.107 -10.526 3.493
H -9.267 -11.026 7.268
H -8.400 -8.174 1.831
H -5.218 -4.857 8.089
H -12.951 -6.656 3.948
H -1.127 -9.057 6.093
H -12.795 -9.176 9.045
H -1.701 -13.356 5.699
C -12.336 -9.729 2.945
C -6.229 -11.378 8.323
O -7.765 -4.743 9.679
C -8.672 -13.675 6.620
N -2.826 -6.085 6.914
H -7.992 -10.731 5.245
H -3.840 -10.349 5.073
H -10.486 -7.298 4.178
C -8.158 -5.322 2.060
C -6.022 -5.443 7.644
H -6.983 -8.851 2.658
N -11.450 -8.599 7.586
N -2.422 -11.087 7.400
H -0.432 -4.214 7.335
C -1.472 -9.872 4.213
C -5.328 -8.887 5.652
S -7.594 -6.506 3.355
C -0.707 -8.937 5.095
H -5.662 -11.956 4.401
H -6.672 -12.199 8.886
S -7.666 -4.795 8.132

---

(3)
Density functional theory data (the ωB97M-V functional and the def2-TZVPD basis) for a structure of composition C28H45BrN2P2Pb.

As for the charge: +2. As for the HOMO energy (alpha / beta): -0.42713 / -0.42711 Eh. Its total energy is -126596.1842 eV. The calculation puts the gap between HOMO and LUMO (alpha / beta) at 3.814 / 3.810 eV.

Positions of all 79 atoms, in Å:
C -2.756 -0.189 -2.236
C -3.011 -1.177 -4.563
N 0.558 -2.257 -1.726
H -3.890 -0.154 6.415
C 1.474 4.433 0.570
H 0.578 -1.218 6.783
H -0.018 -0.441 3.832
C -4.926 -0.043 -5.687
C -1.135 3.723 -1.568
H -0.518 -2.966 3.463
C -0.296 -0.591 4.888
H -2.662 0.131 3.565
C -3.096 -0.450 4.394
H -4.357 -0.185 -0.792
C -3.525 -0.883 -3.274
H -3.339 4.774 0.215
H 0.486 4.576 -2.724
H -4.587 -1.067 -3.043
C -1.601 -2.838 3.606
C 1.517 -1.724 -1.319
H -0.915 -0.092 -3.391
C -3.832 -0.948 -5.735
H 1.044 -2.252 5.413
H -2.758 1.111 5.894
H 1.469 2.497 -0.445
H -6.565 0.842 -6.790
C -3.309 0.121 -0.949
H 3.862 -2.873 -0.474
N -5.477 -0.477 -7.984
H 0.680 5.116 0.867
H 4.648 -1.387 0.117
H -3.047 0.785 1.037
C -3.591 -1.582 -6.982
H 0.691 2.841 -2.449
H -3.822 4.298 1.837
Pb -2.251 -2.621 -2.594
C -3.555 0.440 5.556
H -1.892 2.780 2.095
H 2.241 4.461 1.351
C -3.326 3.952 0.933
H -1.338 4.775 -1.329
C -5.719 0.146 -6.821
H 3.210 -2.011 0.956
H -3.336 -4.092 4.082
H -1.991 -1.523 -4.766
H -2.078 3.312 -1.953
H -2.784 -2.307 -7.130
H -3.933 -1.055 4.015
C 3.682 -1.890 -0.021
C -0.050 3.625 -2.643
H 1.753 -0.639 5.601
H -2.037 -2.409 2.695
H -1.860 -4.535 4.952
H -4.292 -1.793 -9.040
C -4.444 -1.319 -8.056
H -4.397 1.064 5.242
H 2.549 -0.095 -0.476
H -5.179 0.489 -4.763
H -3.908 3.116 0.526
H -2.027 -4.935 3.238
C -2.604 0.742 0.034
H 3.299 -0.841 -1.890
C -1.382 0.141 -2.428
H 1.947 4.810 -0.341
H -0.496 3.412 -3.620
P -1.817 -1.635 4.968
H 1.143 2.412 1.294
Br -0.121 -0.255 1.281
P -0.820 2.930 0.029
C 2.767 -1.067 -0.952
C -2.247 -4.175 3.995
H -0.580 0.379 5.322
C -1.194 1.124 -0.138
H -1.350 4.424 1.718
C 0.958 3.009 0.387
C -1.898 3.556 1.321
C -0.642 0.746 -1.442
C 0.829 -1.218 5.713
H 0.445 0.746 -1.561

---

(4)
Density functional theory data (the ωB97M-V functional and the def2-TZVPD basis) for a cluster of 13 separate species, C28H45F3N10O20 in total.

As for the charge: 0. As for the HOMO energy: -0.34283 Eh. Its total energy is -93740.4805 eV. The calculation puts the gap between HOMO and LUMO at 9.206 eV.

Positions of all 106 atoms, in Å:
H 1.410 4.648 -3.762
H 2.037 2.377 0.270
H 2.868 -0.444 5.534
O 4.289 2.163 2.246
C 1.118 -4.805 3.638
O 3.293 -4.393 3.021
H -3.023 3.448 2.128
H -1.875 1.202 -1.181
C -1.855 1.879 -2.033
H 5.237 1.662 -5.679
F 0.415 0.931 -3.771
H -5.689 -1.436 -0.273
H 5.671 -3.069 1.364
C -1.694 -4.426 -0.989
O -3.958 0.454 0.978
F -6.698 -2.507 2.356
O 1.753 -3.028 2.376
C -3.375 -1.916 3.608
O 5.279 -3.324 -1.122
C 1.048 4.980 -2.805
N -3.147 2.589 -1.992
C 0.092 -1.144 0.821
H -4.942 -0.610 -1.689
O 2.007 -1.409 -0.533
H -1.894 -5.020 -1.854
C 5.012 -2.303 0.979
O -0.554 2.215 1.617
C -5.234 -0.477 -0.612
H -2.826 -1.099 4.096
C 2.265 0.413 5.256
H -2.031 4.044 0.808
C -2.110 3.957 1.890
H 2.592 0.007 -2.672
C 1.677 1.129 -4.235
H -1.119 2.574 -1.718
O -2.106 -1.001 -3.925
C 2.740 0.542 -3.581
C -0.047 5.965 -0.429
N 3.636 1.542 1.386
H 2.349 0.676 4.224
O -2.561 -6.130 0.342
H -3.008 -4.966 2.473
H -2.039 4.912 2.454
C -3.541 -4.052 2.641
C -5.416 -2.628 2.594
H -0.308 -2.086 0.538
H 1.466 -5.800 3.745
O -0.747 -5.120 1.018
H 0.207 -4.814 3.078
C 0.882 4.152 -1.741
H 0.742 -1.340 1.706
H -2.477 -3.703 -0.743
C -4.707 -1.657 3.304
H -5.199 -0.816 3.729
O 0.912 0.510 -0.717
C 4.019 0.694 -4.154
O -3.201 -1.345 0.061
H 5.317 -1.336 1.378
C -2.804 -3.126 3.274
C 1.819 1.984 -5.318
H 0.208 -1.469 -4.880
N 5.339 -2.243 -0.508
O 0.282 0.104 6.447
H 3.549 3.358 0.149
H -0.671 -0.414 1.014
N 2.145 -3.994 2.980
H 2.428 1.272 5.888
N 0.805 0.010 5.385
H 0.672 7.004 -3.544
H 1.281 3.119 -1.805
N -0.934 3.154 2.381
C 0.359 4.646 -0.551
H -0.373 -3.034 -4.301
O -4.175 1.975 -2.300
H 3.952 -2.563 1.053
H 1.026 2.520 -5.798
O -0.470 3.316 3.444
H -5.842 0.373 -0.359
N -1.145 -1.428 -3.333
H 0.338 3.975 0.321
C 3.128 2.355 0.186
H -0.758 -3.890 -1.103
H 0.866 -4.439 4.645
N 1.042 -0.653 -0.278
O -1.004 -1.407 -2.116
C 3.148 2.144 -5.849
C -4.861 -3.817 2.221
H -1.785 -3.339 3.541
H 3.317 2.784 -6.692
O 5.706 -1.199 -0.957
H 3.420 1.833 -0.738
H -5.401 -4.604 1.689
N -1.673 -5.347 0.215
C 4.236 1.501 -5.282
O -3.210 3.707 -1.522
H 4.858 0.216 -3.690
F -0.502 7.957 -1.552
C 0.690 6.328 -2.674
C -0.017 -2.059 -4.029
H 0.789 -1.999 -3.327
H -0.566 6.364 0.401
C 0.087 6.779 -1.521
N -4.034 -0.465 0.227
O 0.200 -0.470 4.426
H -1.679 1.272 -2.922
O 3.263 0.446 1.615

---

(5)
Density functional theory data (the ωB97M-V functional and the def2-TZVPD basis) for the molecule C28H45FINO5S.

As for the charge: 0. As for the HOMO energy: -0.34392 Eh. Its total energy is -63146.3547 eV. The calculation puts the gap between HOMO and LUMO at 9.473 eV.

Positions of all 82 atoms, in Å:
C -1.232 -3.986 -0.560
H 0.966 3.562 2.461
H 3.044 -1.955 0.472
H -1.452 -0.438 1.901
C 0.830 -3.230 3.589
C -1.981 1.879 0.185
H -1.143 -2.317 3.329
H 1.416 4.051 0.845
H 1.387 -2.410 3.130
H -2.720 -0.171 0.314
H 4.005 -2.399 -1.812
C -0.480 1.441 0.043
O -2.319 5.051 -1.840
C -0.508 -2.722 4.116
H 0.104 -3.009 -1.902
C -0.861 0.834 -2.486
H 5.127 3.609 -1.428
O 5.050 4.226 -2.163
C -2.786 1.184 2.624
H 3.529 1.830 -2.728
H -3.823 0.938 2.400
C 3.114 2.787 -2.421
F 0.518 1.299 2.202
H -0.419 1.127 -3.441
H 1.008 3.289 -0.973
H -1.465 -3.318 -2.614
H 3.135 2.841 -1.328
H 0.214 -2.950 0.644
C -2.284 2.285 1.667
H -2.293 -4.249 -0.508
H -0.549 0.404 0.374
H -2.821 1.668 3.603
H 1.418 -3.526 4.462
H -2.991 0.591 -1.244
C -0.534 -4.592 1.835
C 1.669 2.927 -2.931
H 1.565 -4.345 1.895
C 1.722 -0.424 -0.252
C 0.649 3.530 1.417
H -0.497 -5.554 1.320
C 3.246 -1.645 -1.650
I -3.807 3.828 1.786
H -1.389 -4.628 2.513
C -0.733 -3.482 0.792
O -2.378 2.916 -0.766
H -1.045 -3.510 4.644
H -3.969 1.085 0.117
H -1.209 0.018 3.578
H 1.550 1.821 0.578
C 4.024 3.866 -2.973
C 2.710 -1.399 -0.395
N 1.819 0.035 -2.589
H -2.065 -0.749 -3.241
H -0.370 -1.117 -3.226
C 2.757 -0.894 -2.722
H -1.454 2.786 2.136
H 1.300 -0.263 0.729
C 0.625 2.743 -1.836
H -0.340 -1.917 4.835
C -1.163 -0.669 -2.626
H 3.139 -1.056 -3.722
C 0.578 2.055 1.014
C -1.959 -0.100 2.799
C 0.140 1.322 -1.397
C 0.760 -4.439 2.633
C -0.973 -2.997 -1.692
C 1.297 0.292 -1.386
H -2.625 -0.903 3.119
H -2.421 -1.541 -1.084
S -1.423 4.183 -1.117
C -2.967 0.767 -0.175
H -0.705 -4.916 -0.795
C -1.370 -1.551 -1.389
H 1.533 3.946 -3.292
H -0.770 -1.215 -0.547
H -1.775 1.411 -2.433
H -1.431 -2.732 1.176
H 0.978 -5.354 3.188
O 3.883 4.388 -4.026
O -0.541 3.486 -2.298
H 1.497 2.276 -3.782
H -0.266 4.098 1.323

---

What are the M values for these records? In order: 834.6 588.8 758.7 898.7 653.6 Da.